No. 1
Entry from the Open Molecules 2025 dataset: a cluster of 2 separate species, C4H12O3 in total in a non-equilibrium geometry (ωB97M-V/def2-TZVPD).

```
19
Properties=species:S:1:pos:R:3:forces:R:3:mulliken_charge:R:1
C 1.1103 0.1499 -1.0499 0.1785 -0.6118 -0.2213 0.559
C 1.6520 -1.2239 -0.6785 -0.1281 0.3686 -0.0698 -1.430
O 0.7866 0.9935 0.0168 -0.5090 -0.7178 3.0337 -0.566
O -0.0301 -0.0796 -1.8644 0.0844 -0.0581 0.1817 -0.557
H -0.3756 0.7741 -2.1463 0.0443 0.0317 -0.0435 0.325
H -0.8977 1.2759 0.1882 -1.1144 -0.2733 0.7090 0.405
H 1.8694 0.6896 -1.6465 -0.2494 0.0042 0.2419 0.289
H 2.5564 -1.1307 -0.0800 0.0050 -0.0217 0.0288 0.362
H 0.8978 -1.7898 -0.1345 -0.0335 -0.0155 0.0775 0.295
H 1.8893 -1.7657 -1.5915 0.0140 0.0068 -0.0119 0.386
C 0.6424 0.4451 1.6040 2.2811 0.3114 -2.7502 -0.602
C -2.4745 0.0722 0.3161 0.0409 0.2628 -0.0384 -0.539
O -1.6908 1.1513 0.7838 0.1075 0.4546 -0.6436 -0.551
H -3.0460 0.3626 -0.5712 -0.0808 -0.1313 -0.0106 0.241
H -1.8606 -0.7928 0.0540 0.0043 -0.0996 -0.0007 0.210
H 0.5900 1.3978 2.1163 -0.3480 -0.2163 -0.0310 0.276
H 1.6286 0.0014 1.6962 0.1630 0.1712 0.3375 0.369
H -0.0735 -0.3242 1.8795 -0.5229 0.4983 -0.7124 0.265
H -3.1740 -0.2067 1.1080 0.0631 0.0357 -0.0768 0.264
```
Forces are in eV/Å.

Output
- spin multiplicity = 1
- DFT total energy (a.u.) = -385.24636
- energy relative to the best compared isomer or geometry (same formula, charge and spin) (kcal/mol) = 47.3
- LUMO level (eV) = 0.83
- frontier orbital gap (eV) = 10.4735

***

No. 2
Entry from the Open Molecules 2025 dataset: a structure of composition C6H13N2 in a non-equilibrium geometry (ωB97M-V/def2-TZVPD).

```
21
Properties=species:S:1:pos:R:3:forces:R:3:mulliken_charge:R:1
C -0.9508 -1.0963 0.1953 1.3713 2.9289 -1.7100 0.139
C 1.4928 0.0600 -0.6659 -2.7139 -0.5706 2.5117 -1.189
C 0.6794 1.1169 0.1780 1.6630 0.1132 0.4723 0.333
C 0.0043 0.2195 -0.7902 -1.4208 -2.7986 2.5347 0.874
C 0.9634 0.8827 1.6696 -1.8480 -4.8893 -1.6918 -1.385
C -0.5089 0.8367 -2.0418 1.6845 -1.0658 -0.0413 -1.531
N -0.4124 -2.2574 0.4533 3.6255 1.0110 -3.0992 -0.335
N -2.0208 -0.6183 0.7434 -1.6187 0.5082 0.5585 -0.249
H 2.0474 0.3328 -1.4755 1.5546 0.5035 -2.0387 0.401
H 1.8148 -0.8010 -0.0365 0.1774 1.0240 -0.5536 0.290
H 0.6580 2.1844 -0.1094 0.2997 -0.7557 -0.0280 0.408
H 1.9753 0.5613 1.8068 0.6165 0.3048 0.1890 0.344
H 0.3410 -0.0917 1.9897 1.2556 2.0849 -0.3727 0.241
H 0.6903 1.6229 2.3060 -0.7745 2.3729 1.7182 0.446
H 0.0878 1.7260 -2.1002 0.5869 0.4189 -0.6255 0.394
H -1.4602 1.2002 -2.1032 -2.9212 0.6816 0.5346 0.437
H -0.3806 0.2055 -2.9039 0.3688 -0.2105 -0.3488 0.322
H 0.5108 -2.2401 -0.1710 -2.3786 -1.1778 2.2071 0.302
H -0.5950 -2.9794 1.1391 -0.2193 0.2122 -0.1104 0.226
H -2.4065 0.3120 0.4763 0.6248 -1.2509 0.3930 0.263
H -2.5299 -1.1767 1.4400 0.0664 0.5553 -0.4989 0.266
```
Forces are in eV/Å.

Output
- spin multiplicity = 1
- net charge = +1
- DFT total energy (a.u.) = -345.59857
- energy relative to the best compared isomer or geometry (same formula, charge and spin) (kcal/mol) = 61.1
- LUMO level (eV) = -3.10
- frontier orbital gap (eV) = 10.9285

***

No. 3
Entry from the Open Molecules 2025 dataset: a structure of composition C44H56BBr2F2N7O2S3Sn in a non-equilibrium geometry (ωB97M-V/def2-TZVPD).

```
118
Properties=species:S:1:pos:R:3:forces:R:3:mulliken_charge:R:1
Sn 1.1851 -8.0874 21.7640 0.7155 0.9391 -2.1678 0.865
C 1.7798 -1.6207 20.4764 0.3425 1.5486 0.5058 -1.735
C 2.3495 -2.7700 21.2854 -0.3211 0.6766 1.7218 1.604
C 3.0361 -3.7176 20.4008 1.6413 -1.1289 -1.3623 -1.662
C 3.3924 -2.2801 22.3385 -0.0388 0.2385 1.3218 -1.792
N 1.2024 -3.4371 22.0605 0.0309 0.3695 -2.6398 0.225
C 1.2576 -3.9071 23.3148 -1.0342 -1.5923 1.7968 -0.352
C 0.2197 -4.7858 23.5135 0.4704 2.7639 0.1775 -1.372
N -0.4985 -4.8622 22.3284 0.6841 -0.4576 0.2280 0.758
B -1.7569 -5.8338 22.2111 -0.3762 0.7655 0.5950 -0.328
N -2.2465 -6.2205 20.7582 1.3659 -1.8892 -0.0322 0.731
C -3.0893 -5.4370 20.0282 0.2085 -0.2238 -0.8088 -1.311
C -3.1870 -5.8602 18.7534 0.3566 -1.9067 0.4804 -0.143
N -2.3794 -7.0361 18.7050 -0.1955 0.3466 0.6515 0.451
C -1.8153 -7.2850 19.9247 -0.8279 1.3011 0.1671 -0.015
S -0.9406 -8.7367 20.2897 -1.1469 0.4481 -0.4559 -0.351
C -2.1738 -7.8469 17.4889 -1.5333 0.4185 -1.4247 1.733
C -2.7215 -7.0153 16.2786 0.3096 -0.2291 0.3209 -2.239
C -2.8709 -9.2323 17.5519 -1.2920 -0.0142 -0.9280 -1.481
C -0.7353 -8.0545 17.2267 3.5991 -0.6053 0.5882 -1.654
N -1.7335 -7.1733 23.1555 1.7956 0.0298 0.2352 0.222
C -2.8052 -8.0177 23.0962 0.3877 -0.9638 0.4760 -1.309
C -2.5522 -9.1111 23.8553 0.0236 0.5621 0.9326 -0.199
N -1.3243 -8.9127 24.5357 -2.1293 0.3186 -2.2522 0.463
C -0.7917 -7.7448 24.0237 -0.1617 0.5715 -0.1167 0.041
S 0.8137 -7.2177 24.2200 -0.6022 -0.2909 2.7819 -0.308
C -0.7258 -9.8724 25.4651 1.8780 -0.3407 -0.2681 1.482
C -0.3181 -9.0351 26.6639 -0.2239 0.8122 2.5625 -1.449
C 0.5201 -10.4684 24.7721 1.4253 -0.0491 0.0748 -1.516
C -1.6458 -11.0210 25.9566 0.4354 1.0458 -0.5482 -1.940
C 0.0743 -3.9687 21.4548 0.4153 -0.9358 0.2115 0.237
S -0.4873 -3.6325 19.9321 -0.5653 -0.0047 -1.0143 -0.526
H 2.6167 -0.9780 20.1414 -0.1908 -0.1925 0.2252 0.450
H 1.1186 -1.0091 21.1293 0.2975 -0.2700 -0.4943 0.340
H 1.2243 -1.9248 19.5968 0.0572 -0.1561 0.2230 0.402
H 3.8133 -3.2602 19.7377 -0.7833 0.3239 0.4809 0.411
H 2.3383 -4.2086 19.7503 -0.3174 -0.5385 -0.2599 0.313
H 3.6355 -4.4455 20.9414 -0.3856 -0.4336 0.2526 0.376
H 4.3914 -2.0521 21.8959 -1.0444 0.3041 -0.1011 0.353
H 3.6814 -3.0643 23.0991 -0.6118 0.5391 -0.9322 0.427
H 2.9745 -1.4135 22.9450 0.6860 -0.7972 -0.8155 0.342
H 1.9968 -3.6248 24.0155 0.3541 0.2424 0.4641 0.469
H -0.1620 -5.0016 24.5017 -0.0813 -0.3980 -0.5284 0.822
H -2.5812 -5.1196 22.7511 -0.6096 -0.3563 -0.3798 -0.227
H -3.5012 -4.5665 20.4249 -0.5400 1.0795 0.7241 0.568
H -3.8824 -5.6526 17.9468 0.5152 0.3633 0.4960 0.284
H -3.7217 -6.6182 16.3525 -0.5742 -0.3816 0.2014 0.557
H -2.6890 -7.6708 15.4179 0.1189 -0.0070 -0.2375 0.490
H -2.1149 -6.1314 16.0927 0.3830 -0.0708 0.0292 0.436
H -3.8167 -9.1834 18.1732 1.0269 -0.1864 -0.6917 0.288
H -2.1574 -9.9463 17.9551 -0.3367 -0.1240 0.2292 0.372
H -3.1417 -9.6021 16.4832 0.4312 0.7282 1.7731 0.339
H -0.0786 -7.2270 17.5932 -0.7406 -0.3077 -0.2444 0.342
H -0.3962 -8.2272 16.1915 -0.8480 0.1241 0.0885 0.434
H -0.3326 -8.9415 17.7742 -0.3885 0.7003 -0.4758 0.148
H -3.6596 -7.8377 22.4834 -0.1969 0.1872 -0.2580 0.559
H -3.2110 -9.9333 24.0742 0.1404 -0.0186 -0.0138 0.399
H 0.5410 -8.3230 26.5054 -1.1855 -0.7626 -0.1613 0.261
H -0.0419 -9.6418 27.5852 -0.2670 0.2601 -1.2130 0.380
H -1.2566 -8.4520 26.9972 1.4646 -0.5793 -0.4873 0.356
H 1.2833 -9.6683 24.5691 -0.7307 -0.7472 0.4649 0.129
H 0.3720 -10.9169 23.7711 -0.5242 -0.0002 0.5700 0.319
H 0.9874 -11.2307 25.4466 -0.3196 0.5293 -0.5559 0.505
H -2.3502 -10.5377 26.6190 -0.6635 -0.2381 0.1603 0.497
H -1.0210 -11.7034 26.5704 -0.4481 0.2832 -0.6743 0.403
H -2.1444 -11.5016 25.1012 0.2282 -0.1843 0.5554 0.426
Br 2.6572 -7.1467 16.1076 -0.0020 -0.6403 -0.1856 -0.103
C 3.9496 -7.7277 17.4128 -0.2120 -0.2250 0.1389 0.375
Br 4.9613 -9.3597 17.2919 -0.1323 0.1162 -0.6076 -0.159
H 3.4996 -7.8136 18.3656 -1.0205 0.0652 0.7468 -0.548
H 4.5796 -6.8920 17.4360 1.3097 0.7328 0.0505 0.376
F 2.1064 -6.9237 20.3159 0.0195 -0.2625 0.1834 -0.591
F -0.1001 -14.9507 12.6238 -0.6634 -1.0312 -1.4018 -0.393
C 0.2904 -14.1941 13.6630 0.6464 2.0176 1.2260 0.163
C 0.4757 -12.7722 13.4452 -0.6009 -1.9170 0.1551 -0.094
C 0.9771 -11.9784 14.4345 0.3065 -0.9373 1.0392 -0.959
C 1.2519 -12.5942 15.7621 0.0126 0.8429 -0.6449 0.987
C 1.7885 -11.8847 16.7854 1.1929 1.8284 1.4664 -0.490
C 0.9064 -13.9727 15.9774 -0.2242 0.1502 -0.5799 -0.681
C 0.4986 -14.7671 14.9199 -0.0225 0.0185 0.7727 -0.237
H 0.0767 -12.3354 12.5277 0.4330 -0.2104 -0.0850 0.338
H 1.1862 -10.9165 14.2575 -0.2337 -0.4157 0.2837 0.292
H 2.3060 -10.8814 16.7158 -0.9941 -1.1627 -0.1704 -0.106
H 1.7609 -12.3092 17.7957 0.2564 0.0610 -0.3020 -0.220
H 1.0260 -14.4056 16.9849 0.0397 0.2749 -0.6164 0.194
H 0.3693 -15.8152 15.2562 -0.2246 0.4093 -1.1685 0.258
C 8.1939 -10.0559 27.0725 0.6460 1.9445 0.7697 -1.463
C 7.4948 -10.9935 26.2130 -0.5166 -1.1481 -2.7547 1.385
C 7.9708 -12.3167 26.1938 -0.6656 0.8219 0.3088 -1.044
C 7.3330 -13.2765 25.4678 -0.6276 -0.8390 -0.6873 -0.767
C 6.3107 -12.9716 24.5586 0.2434 1.1238 -0.1558 -1.112
C 5.9871 -11.6134 24.3114 2.0169 0.6022 2.2026 0.550
N 5.2840 -11.1892 23.2405 -0.2685 1.3805 -0.1199 0.074
C 4.8369 -11.9086 22.1497 1.4823 -0.7400 0.4958 0.270
C 5.6171 -12.9612 21.6418 -0.7079 -0.0493 -0.0015 -0.756
C 5.0563 -13.7466 20.6508 0.1494 -0.3821 -0.3967 -0.655
C 3.7677 -13.5179 20.1707 -0.0978 0.7406 0.7472 -0.770
C 3.0552 -12.4231 20.6551 0.4047 -0.3877 -0.7100 -0.526
C 3.6459 -11.5622 21.5473 -0.9600 0.6576 -0.0275 -0.130
C 3.0143 -10.2217 21.7464 -0.5920 1.1820 0.1315 1.370
O 3.4875 -9.4040 22.5740 0.0063 -0.3304 -0.1733 -1.096
O 2.0059 -9.8741 21.0048 1.2323 -2.0029 0.0302 -0.527
C 6.5402 -10.5909 25.2540 0.0751 -2.1063 -0.6113 0.723
C 6.1670 -9.1559 25.1459 -1.1498 0.7688 -0.6499 -1.489
H 8.9110 -10.5868 27.6833 0.4385 -0.0665 0.0103 0.406
H 7.4801 -9.6650 27.7997 0.0260 0.5358 0.0116 0.361
H 8.7191 -9.1908 26.5474 -0.7731 -1.0327 0.5945 0.254
H 8.8471 -12.5375 26.7577 0.3825 -0.3482 0.5644 0.287
H 7.6563 -14.3075 25.5929 -0.0734 0.0414 -0.2272 0.359
H 5.8758 -13.6920 23.8782 0.0949 -0.2545 0.4863 0.797
H 4.9108 -10.2328 23.2237 -0.0598 -0.3191 0.2462 0.072
H 6.6101 -13.1641 22.0470 -0.3971 0.1271 -0.2464 0.768
H 5.6409 -14.5694 20.2403 -0.1089 0.1501 0.0003 0.350
H 3.3336 -14.0942 19.3952 -0.2157 -0.6625 -0.5272 0.450
H 2.0626 -12.1435 20.3397 -0.0204 -0.1482 -0.5086 0.480
H 6.1921 -8.7098 26.1453 -0.1984 0.0766 -0.1803 0.433
H 5.1160 -9.0525 24.7249 1.2372 0.1571 0.5760 0.175
H 6.8482 -8.5289 24.5146 -0.4417 -0.6462 0.2775 0.265
```
Forces are in eV/Å.

Output
- spin multiplicity = 1
- net charge = -2
- DFT total energy (a.u.) = -9025.56432
- energy relative to the best compared isomer or geometry (same formula, charge and spin) (kcal/mol) = 108.7
- LUMO level (eV) = 3.67
- frontier orbital gap (eV) = 3.3260

***

Copy entry 2 word for word.
Entry from the Open Molecules 2025 dataset: a structure of composition C6H13N2 in a non-equilibrium geometry (ωB97M-V/def2-TZVPD).

```
21
Properties=species:S:1:pos:R:3:forces:R:3:mulliken_charge:R:1
C -0.9508 -1.0963 0.1953 1.3713 2.9289 -1.7100 0.139
C 1.4928 0.0600 -0.6659 -2.7139 -0.5706 2.5117 -1.189
C 0.6794 1.1169 0.1780 1.6630 0.1132 0.4723 0.333
C 0.0043 0.2195 -0.7902 -1.4208 -2.7986 2.5347 0.874
C 0.9634 0.8827 1.6696 -1.8480 -4.8893 -1.6918 -1.385
C -0.5089 0.8367 -2.0418 1.6845 -1.0658 -0.0413 -1.531
N -0.4124 -2.2574 0.4533 3.6255 1.0110 -3.0992 -0.335
N -2.0208 -0.6183 0.7434 -1.6187 0.5082 0.5585 -0.249
H 2.0474 0.3328 -1.4755 1.5546 0.5035 -2.0387 0.401
H 1.8148 -0.8010 -0.0365 0.1774 1.0240 -0.5536 0.290
H 0.6580 2.1844 -0.1094 0.2997 -0.7557 -0.0280 0.408
H 1.9753 0.5613 1.8068 0.6165 0.3048 0.1890 0.344
H 0.3410 -0.0917 1.9897 1.2556 2.0849 -0.3727 0.241
H 0.6903 1.6229 2.3060 -0.7745 2.3729 1.7182 0.446
H 0.0878 1.7260 -2.1002 0.5869 0.4189 -0.6255 0.394
H -1.4602 1.2002 -2.1032 -2.9212 0.6816 0.5346 0.437
H -0.3806 0.2055 -2.9039 0.3688 -0.2105 -0.3488 0.322
H 0.5108 -2.2401 -0.1710 -2.3786 -1.1778 2.2071 0.302
H -0.5950 -2.9794 1.1391 -0.2193 0.2122 -0.1104 0.226
H -2.4065 0.3120 0.4763 0.6248 -1.2509 0.3930 0.263
H -2.5299 -1.1767 1.4400 0.0664 0.5553 -0.4989 0.266
```
Forces are in eV/Å.

Output
- spin multiplicity = 1
- net charge = +1
- DFT total energy (a.u.) = -345.59857
- energy relative to the best compared isomer or geometry (same formula, charge and spin) (kcal/mol) = 61.1
- LUMO level (eV) = -3.10
- frontier orbital gap (eV) = 10.9285

***

- What is the DFT total energy in the first record?
  -385.24636 a.u.

***

- Number 2 is which compound?
  C6H13N2